Computed, not measured: C22H24ClN3O12P2PbS as an isolated structure at a distorted geometry, with the ωB97M-V functional and the def2-TZVPD basis.

The HOMO-LUMO gap comes out at 6.8 eV. The value obtained for the lowest unoccupied orbital energy is 4.1 eV. The value obtained for the HOMO energy is -2.73 eV. For the energy above the lowest of the compared OMol25 structures with the same formula, charge and spin, the calculation gives 52.55 kJ/mol. The total energy comes out at -3654.041963 Eh.

```
! RIJCOSX wB97M-V def2-TZVPD def2/J DEFGRID3
* xyz -2 1
Pb 0.09 -1.60 1.29
O -4.13 -0.78 -1.61
P -2.94 -1.65 -0.98
O -2.48 -2.75 -1.88
O -1.85 -0.73 -0.45
O -3.70 -2.29 0.28
P -3.03 -3.43 1.25
O -2.54 -4.51 0.17
O -4.06 -3.97 2.15
O -1.83 -2.72 1.85
H -3.82 0.10 -1.92
H -2.50 -4.12 -0.74
O 2.50 2.09 2.82
Cl 2.38 0.65 2.90
O 3.36 0.11 3.81
O 1.04 0.30 3.37
O 2.56 0.06 1.58
C 0.22 -4.24 -2.64
C 0.53 -5.49 -2.14
C 0.93 -5.62 -0.82
C 1.00 -4.49 -0.01
N 0.66 -3.29 -0.51
C 0.28 -3.17 -1.78
C 1.48 -4.51 1.40
C 2.18 -5.62 1.89
C 2.69 -5.62 3.18
C 2.49 -4.51 4.00
C 1.77 -3.42 3.51
C 1.26 -3.39 2.22
H -0.12 -4.10 -3.66
H 0.46 -6.37 -2.77
H 1.14 -6.60 -0.41
H 0.00 -2.17 -2.11
H 2.36 -6.48 1.26
H 3.25 -6.47 3.54
H 2.89 -4.50 5.00
H 1.63 -2.56 4.16
C 0.89 5.51 0.75
C 1.85 4.33 0.59
C 1.26 3.01 1.09
N 0.11 2.58 0.31
C 0.15 1.86 -0.80
S 1.55 1.29 -1.50
N -1.13 1.55 -1.31
C -2.02 2.40 -1.86
O -3.19 2.06 -2.05
C -1.59 3.79 -2.23
C -2.43 4.84 -1.87
C -2.07 6.15 -2.15
C -0.88 6.42 -2.80
C -0.06 5.37 -3.20
C -0.42 4.06 -2.92
H 1.33 6.43 0.38
H 0.62 5.65 1.80
H -0.03 5.34 0.19
H 2.77 4.52 1.14
H 2.10 4.20 -0.46
H 0.95 3.09 2.13
H 2.01 2.22 1.04
H -0.82 2.79 0.66
H -1.51 0.54 -0.99
H -3.37 4.62 -1.37
H -2.73 6.97 -1.85
H -0.59 7.45 -3.01
H 0.87 5.57 -3.72
H 0.22 3.24 -3.23
*
```